Entry 1:
{"formula": "C25H28Cl2N2O4Sn", "method": "the ωB97M-V functional and the def2-TZVPD basis", "symbols": ["O", "C", "H", "C", "C", "H", "C", "C", "H", "H", "C", "C", "C", "N", "H", "H", "H", "H", "C", "H", "N", "C", "O", "C", "C", "H", "O", "H", "Sn", "H", "H", "C", "C", "H", "H", "H", "C", "H", "H", "Cl", "H", "H", "C", "H", "C", "H", "Cl", "H", "C", "H", "H", "C", "C", "C", "H", "O", "H", "C", "C", "H", "C", "C"], "positions_angstrom": [[-0.44742, 1.09139, -2.84284], [0.22255, 2.11895, 6.33078], [-1.74418, 3.65735, 3.97372], [1.56442, -3.04272, -2.76784], [-5.55640, 1.64433, 1.51861], [4.29769, -3.98026, -1.57947], [2.83481, -2.57227, -2.31868], [0.46888, 0.91692, 5.64842], [2.98000, -3.58968, -0.46730], [-0.60119, -1.13648, -4.65930], [2.03867, -1.05686, -3.87981], [-0.24667, 2.34946, 0.32299], [-0.55639, 3.11055, 5.71043], [-0.80651, 2.72291, 1.54572], [1.06574, 0.13249, 6.11859], [0.03537, -0.24342, 3.84166], [4.27923, -2.40271, -0.77551], [2.51429, 0.97818, -4.35052], [-4.63655, 1.50409, 0.47127], [-0.33106, 1.99262, -2.47657], [-0.35817, 0.96925, 0.27798], [-3.27690, 1.36774, 0.76215], [-0.53445, -0.73044, 1.84897], [3.64239, -3.16831, -1.23525], [-0.70705, 0.42824, 1.49848], [-0.21823, -2.73816, -5.32452], [0.25550, 3.06932, -0.54377], [-0.78856, 4.05351, 6.21885], [0.32723, -0.08833, -1.43454], [0.88257, -4.29194, -1.17151], [4.69020, -0.52144, -1.85149], [4.39310, -0.58869, -2.90857], [-0.08598, 0.70481, 4.37094], [0.60843, 2.28737, 7.33699], [-6.61866, 1.74772, 1.30565], [0.90145, 0.45849, -4.87485], [1.94220, 0.13023, -4.75879], [-3.34628, 1.41195, 4.16246], [-4.93415, 1.48761, -0.58110], [-0.10104, -4.22015, 1.16130], [-1.01796, -2.59273, -3.74510], [-0.15248, -4.28458, -2.58718], [-0.84857, 1.69883, 3.75034], [-1.05858, 3.69597, 1.64955], [1.04306, -2.08053, -3.70236], [4.24270, 0.43150, -3.28693], [-1.22417, -1.78720, -1.12040], [-2.54040, 1.21452, -0.02933], [3.15579, -1.38591, -3.05162], [-5.80623, 1.66105, 3.69249], [2.43504, 1.03536, -0.70910], [-1.32093, 1.60182, 2.29543], [-5.11171, 1.59942, 2.85232], [-2.82180, 1.45918, 2.08410], [2.35455, -0.07646, -5.76052], [2.19101, 0.09363, -0.72940], [1.38845, -5.18394, -2.64957], [-1.09597, 2.89842, 4.43311], [-3.73779, 1.47038, 3.13719], [5.23729, -1.02343, -3.46832], [0.89863, -4.26383, -2.28200], [-0.25881, -2.14508, -4.39641]], "atomic_forces_ev_per_a": [[0.237, 0.680, 0.879], [-0.196, -0.040, -0.603], [0.387, -0.244, 0.220], [0.893, 1.598, -0.175], [0.305, -0.086, 0.418], [0.048, -0.009, 0.016], [-0.826, 0.499, -1.875], [-0.523, 0.392, -0.119], [0.189, 0.074, 0.005], [-0.059, -0.151, -0.028], [0.766, -0.231, 1.588], [-0.414, -0.794, 0.618], [-0.304, -0.149, -0.214], [0.836, 1.103, -1.314], [-0.198, 0.223, -0.193], [0.173, 0.301, 0.244], [-0.054, -0.140, 0.086], [-0.180, -0.120, -0.115], [0.409, -0.203, 0.268], [-0.090, -0.381, -0.359], [0.720, 0.314, -0.547], [-0.483, 0.402, 0.036], [-0.710, 2.105, -0.385], [0.103, -0.243, 0.414], [1.030, -1.304, 0.003], [-0.052, 0.032, 0.022], [-0.701, -0.446, 0.875], [0.193, -0.400, -0.088], [0.937, -1.521, -1.207], [-0.033, -0.172, -0.521], [0.041, 0.079, -0.169], [0.296, 0.247, 0.123], [0.013, -0.028, 0.249], [-0.007, -0.072, -0.286], [0.181, 0.016, 0.043], [0.254, -0.001, -0.033], [0.000, 0.337, -0.551], [-0.433, 0.151, -0.456], [-0.110, -0.038, 0.451], [0.015, -0.286, 0.294], [0.050, 0.051, -0.201], [0.071, -0.135, -0.018], [0.131, 0.238, 0.096], [-0.128, -0.320, 0.294], [0.680, 0.064, 1.584], [0.131, -0.080, 0.106], [0.043, 0.326, 0.092], [-0.525, 0.177, 0.114], [-1.325, -0.856, -0.339], [0.044, -0.046, -0.356], [-0.267, -0.380, -0.091], [0.034, -0.630, 0.693], [0.472, -0.213, -0.243], [-0.588, -0.017, 0.176], [-0.070, 0.146, -0.039], [-0.425, 0.339, -0.138], [-0.148, 0.141, 0.073], [0.198, -0.143, 0.440], [-0.180, 0.298, -0.294], [0.006, 0.116, 0.101], [-0.356, -0.482, 0.693], [-0.503, -0.090, -0.358]], "homo_lumo_gap_ev": 4.4, "homo_energy_ev": -0.4, "total_charge": -2, "molar_mass_g_mol": 610.1, "multiplicity": 1, "e_tot_ha": -2514.719114}


Entry 2:
{"formula": "C25H28Cl2N3", "method": "the ωB97M-V functional and the def2-TZVPD basis", "symbols": ["H", "C", "C", "H", "C", "C", "H", "C", "H", "C", "C", "C", "Cl", "C", "C", "H", "H", "H", "Cl", "C", "H", "C", "C", "H", "H", "H", "H", "H", "H", "C", "H", "N", "N", "H", "H", "H", "H", "C", "H", "C", "C", "C", "H", "H", "C", "H", "H", "H", "C", "H", "H", "C", "C", "C", "N", "C", "H", "C"], "positions_angstrom": [[2.44871, 0.63929, -0.92195], [-3.04309, 3.06331, 1.27136], [-1.04999, 0.54900, -4.16229], [4.03583, -1.14819, -0.39000], [-1.36859, -1.20190, -0.21121], [-0.98674, 0.06246, 0.29598], [-0.41451, -0.71354, 2.98779], [-2.59812, 1.52299, -1.00684], [5.18753, -0.54547, 0.77089], [-3.74090, 3.34702, 0.08683], [-1.89137, 1.20278, 0.18197], [2.35984, 1.08480, 3.64230], [-4.95379, 4.55593, 0.07517], [4.19255, -0.36725, 0.34948], [-1.99183, -3.60205, -1.55973], [-0.94176, 2.63250, -3.60127], [3.41860, 0.86043, 3.47897], [0.71202, 2.27096, -1.77714], [-2.31831, -5.02832, -2.44042], [0.13544, 0.17637, 3.30949], [-3.26456, 3.63210, 2.17854], [-0.82870, -3.52947, -0.75993], [-2.91664, -2.54721, -1.56575], [4.20698, 0.61665, -0.10841], [2.17975, 2.14183, 3.40507], [0.33095, -2.28529, 0.56746], [4.71575, -0.77474, 2.96002], [-3.38962, -0.60658, -0.80958], [-1.63629, 1.78618, 2.24460], [0.43654, -0.91601, -2.94887], [4.06226, -2.25511, 2.23913], [1.51642, 0.20629, 2.80583], [3.24714, -0.47199, 1.44786], [-0.18187, -4.39766, -0.65296], [0.18899, 0.16813, 4.42081], [-0.84187, -1.56980, -4.55014], [-0.40524, 1.09201, 3.02346], [-2.63175, -1.38614, -0.87109], [-0.30939, 0.13072, 1.16279], [1.93423, -0.07637, 1.50662], [-2.13628, 2.03106, 1.31072], [-0.57814, 1.62396, -3.41359], [-2.38745, 0.94686, -1.91205], [2.11951, 0.92291, 4.69470], [3.79826, -1.24303, 2.57289], [2.11723, -1.09238, -0.99547], [-1.81157, 0.70206, -4.91769], [-3.86596, -2.65551, -2.09262], [-3.51881, 2.55504, -1.05819], [3.05718, -1.32579, 3.37872], [0.91391, -1.90105, -2.81552], [0.76654, 0.13212, -2.07571], [-0.53802, -2.35154, -0.08883], [-0.51821, -0.72023, -3.94483], [1.09919, -0.00129, 0.47095], [0.34254, 1.43168, -2.37861], [-4.10647, 2.73373, -1.95416], [1.64195, -0.10727, -0.85554]], "atomic_forces_ev_per_a": [[-0.323, -0.301, -0.264], [-0.501, 0.453, 0.078], [0.192, 0.048, 0.224], [0.101, 0.114, -0.178], [-0.333, -1.621, -1.224], [-2.204, 0.926, 3.910], [0.151, 0.184, -0.016], [0.399, -0.174, 0.089], [-0.188, 0.182, -0.039], [0.363, -1.086, -0.082], [0.230, 1.220, -0.895], [0.273, -0.084, -0.527], [0.090, 0.094, -0.047], [0.534, -0.192, -0.050], [0.327, 0.642, 0.687], [0.040, -0.200, -0.085], [-0.356, 0.282, 0.153], [-0.300, -0.287, -0.219], [-0.032, -0.157, -0.129], [0.371, 0.172, 0.203], [0.115, -0.129, -0.395], [-0.445, 0.259, 0.010], [0.159, -0.350, 0.152], [-0.004, -0.053, 0.006], [0.006, -0.129, 0.037], [-0.082, -0.069, -0.463], [-0.286, -0.074, -0.086], [0.265, -0.343, -0.093], [-0.344, 0.322, -0.359], [-0.135, -0.108, 0.366], [-0.052, 0.188, -0.053], [-0.188, -0.066, 0.430], [-0.198, -0.155, 0.802], [-0.165, 0.176, -0.125], [-0.046, -0.124, -0.784], [0.139, 0.305, 0.105], [0.268, -0.469, 0.256], [0.790, 0.183, 0.037], [-3.057, -0.388, -0.323], [-0.748, 0.209, -0.401], [0.466, -0.766, -0.415], [0.319, 0.305, 0.111], [-0.182, 0.300, 0.411], [0.070, -0.077, -0.146], [-0.046, -0.232, 0.295], [-0.172, 0.216, -0.050], [0.092, 0.005, -0.008], [0.312, -0.018, 0.175], [-0.166, 0.293, 0.509], [0.421, -0.062, -0.374], [-0.463, 0.499, 0.030], [-0.085, 0.169, 0.178], [-0.394, 0.187, 0.023], [0.247, -0.219, -0.051], [3.050, 0.853, -0.071], [-0.289, -0.419, -0.023], [0.203, 0.068, 0.095], [1.792, -0.502, -1.395]], "homo_lumo_gap_ev": 6.8, "homo_energy_ev": -11.3, "total_charge": 1, "molar_mass_g_mol": 441.4, "multiplicity": 1, "e_tot_ha": -2053.725102}